# 1
# C27H43F6N2O3S

An isolated ion of composition C27H43F6N2O3S and charge +1 (ωB97M-V with the def2-TZVPD basis set, the Open Molecules 2025 dataset).

Each line ends with the Mulliken charge.
Element x y z (Å)
C1 -4.628 -1.920 2.468  0.15
C2 -3.703 -1.975 1.679  -0.89
C3 -2.455 -2.035 0.902  0.05
C4 -2.185 -0.648 0.302  -0.76
N1 -2.209 -0.475 -1.174  0.62
N2 -2.839 -1.408 -1.991  -1.03
C5 -1.608 0.587 -1.534  0.05
C6 -1.559 0.923 -3.029  0.53
F1 -0.818 -0.002 -3.633  -0.27
F2 -2.769 0.850 -3.544  -0.30
F3 -1.093 2.115 -3.284  -0.19
C7 -1.009 1.301 -0.321  1.43
C8 0.317 1.998 -0.786  -2.15
C9 1.327 2.310 0.333  0.93
C10 2.676 2.502 -0.330  -0.23
F4 3.688 1.719 0.123  -0.27
C11 2.940 3.346 -1.399  0.39
F5 3.178 4.605 -1.194  -0.19
F6 2.988 2.944 -2.637  -0.19
C12 -2.020 2.439 0.018  -2.08
O1 -2.639 2.916 -1.148  -0.23
C13 -2.757 4.334 -1.195  -0.49
C14 -2.673 4.779 -2.669  -0.67
O2 -3.427 3.934 -3.494  -0.32
C15 -3.064 4.087 -4.859  -0.28
C16 -3.712 2.964 -5.686  -1.11
C17 -0.925 0.140 0.755  1.32
S1 0.479 -0.936 0.173  0.09
C18 -0.907 0.657 2.193  -0.71
C19 -0.929 -0.393 3.319  -1.73
C20 0.347 -1.260 3.498  -0.13
C21 1.675 -0.476 3.579  -0.86
C22 2.836 -1.163 2.797  -0.27
C23 2.923 -2.693 3.023  -1.02
C24 2.530 -3.554 1.810  -0.25
C25 3.570 -3.579 0.677  -0.54
C26 4.879 -4.255 1.120  -0.88
O3 4.636 -5.555 1.625  -0.30
C27 5.109 -6.575 0.769  -0.74
H1 -5.353 -1.746 3.226  0.46
H2 -1.650 -2.333 1.574  -0.26
H3 -2.557 -2.832 0.163  0.51
H4 -3.010 0.016 0.605  0.27
H5 -3.755 -1.649 -1.627  0.30
H6 -2.224 -2.217 -2.026  0.28
H7 0.748 1.428 -1.611  0.52
H8 0.015 2.959 -1.217  0.73
H9 1.485 1.484 1.026  -0.66
H10 1.070 3.238 0.859  0.48
H11 -2.814 2.078 0.690  0.55
H12 -1.489 3.211 0.586  0.58
H13 -3.713 4.679 -0.785  0.36
H14 -1.941 4.850 -0.677  0.35
H15 -3.072 5.801 -2.732  0.52
H16 -1.607 4.755 -2.940  0.26
H17 -3.324 5.078 -5.248  0.49
H18 -1.975 3.960 -4.947  0.23
H19 -4.594 2.565 -5.188  0.25
H20 -4.025 3.411 -6.634  0.38
H21 -2.986 2.192 -5.939  0.24
H22 0.729 -0.601 -1.112  0.13
H23 -0.115 1.383 2.365  0.53
H24 -1.837 1.230 2.301  0.71
H25 -1.795 -1.055 3.262  0.30
H26 -1.045 0.171 4.253  0.48
H27 0.226 -1.779 4.454  0.77
H28 0.343 -2.046 2.735  -0.20
H29 1.610 0.554 3.213  0.34
H30 2.038 -0.425 4.608  0.42
H31 2.839 -0.901 1.737  0.09
H32 3.756 -0.738 3.213  0.43
H33 3.963 -2.934 3.254  0.51
H34 2.320 -3.023 3.873  0.40
H35 1.552 -3.305 1.385  -0.06
H36 2.452 -4.586 2.169  0.53
H37 3.750 -2.601 0.215  0.25
H38 3.182 -4.226 -0.122  0.39
H39 5.400 -3.665 1.880  0.36
H40 5.530 -4.312 0.239  0.48
H41 5.139 -7.505 1.340  0.26
H42 6.121 -6.361 0.408  0.33
H43 4.441 -6.753 -0.086  0.27

Summary:
LUMO level (Eh): -0.1528
Total charge: +1
Gap between HOMO and LUMO (eV): 6.041
Structure (SMILES): C#CC[C@@H]1[N+](N)=C(C(F)(F)F)[C@@](CCC(F)=C(F)F)(COCCOCC)[C@@]1(S)CCCCCCCCCOC
E_HOMO (eV): -10.20
Multiplicity: 1



# 2
# C42H41NO4P2V

C42H41NO4P2V as an isolated structure (ωB97M-V with the def2-TZVPD basis set, the Open Molecules 2025 dataset).

Each line ends with the Mulliken charge.
Element x y z (Å)
V1 -0.595 -2.302 -0.331  0.33
C1 0.668 -4.215 0.395  -1.26
C2 1.394 -3.062 0.653  0.43
C3 2.225 -2.335 -0.348  -1.07
C4 1.325 -1.343 -1.079  0.36
C5 0.640 -1.911 -2.275  -0.40
C6 0.402 -3.236 -2.539  -0.07
C7 1.127 -4.466 -2.142  -1.25
C8 0.755 -5.132 -0.780  0.20
C9 -1.812 -0.753 0.213  -0.88
H1 0.107 -4.640 1.232  0.44
H2 1.529 -2.725 1.689  0.36
H3 2.720 -3.038 -1.046  0.28
H4 2.978 -1.745 0.208  0.45
H5 0.543 -0.954 -0.349  0.39
H6 1.834 -0.407 -1.325  0.27
H7 0.325 -1.150 -2.997  0.14
H8 -0.369 -3.429 -3.293  0.31
H9 2.219 -4.328 -2.243  0.37
H10 0.812 -5.220 -2.895  0.47
H11 -0.217 -5.667 -0.900  -0.04
H12 1.498 -5.939 -0.616  0.45
H13 -2.665 -1.157 0.786  0.36
H14 -2.134 -0.356 -0.765  0.30
H15 -1.350 0.054 0.770  -0.29
P1 0.984 3.024 1.644  0.57
P2 0.320 3.420 -0.784  0.38
C10 2.446 2.866 0.593  -0.39
C11 2.132 3.314 -0.657  -0.85
C12 1.355 4.464 2.755  -0.08
C13 2.631 5.059 2.811  -0.14
C14 3.034 5.741 3.963  -0.71
C15 2.136 5.958 5.013  -0.37
C16 0.799 5.586 4.847  -0.60
C17 0.399 4.882 3.710  -0.41
C18 1.011 1.605 2.755  0.47
C19 -0.083 0.713 2.696  -0.72
C20 -0.098 -0.440 3.470  -0.67
C21 0.923 -0.637 4.417  -0.52
C22 1.964 0.307 4.546  -0.60
C23 2.035 1.408 3.693  -0.53
C24 0.077 5.241 -1.124  0.37
C25 0.357 6.180 -0.112  -0.34
C26 0.592 7.517 -0.432  -0.60
C27 0.457 7.965 -1.750  -0.56
C28 -0.026 7.074 -2.715  -0.47
C29 -0.253 5.730 -2.399  -0.61
C30 -0.046 2.582 -2.362  0.93
C31 -1.378 2.551 -2.832  -0.56
C32 -1.624 2.135 -4.142  -0.66
C33 -0.567 1.754 -4.979  -0.45
C34 0.741 1.699 -4.481  -0.69
C35 0.993 2.068 -3.157  -0.38
H16 3.389 2.489 0.972  0.54
H17 2.795 3.578 -1.478  0.77
H18 3.342 4.945 1.990  0.42
H19 4.066 6.081 4.063  0.37
H20 2.474 6.408 5.951  0.37
H21 0.082 5.829 5.632  0.36
H22 -0.651 4.624 3.587  0.41
H23 -0.936 0.934 2.045  0.76
H24 -0.937 -1.142 3.346  0.43
H25 0.893 -1.508 5.072  0.43
H26 2.730 0.203 5.324  0.39
H27 2.862 2.132 3.773  0.37
H28 0.444 5.847 0.926  0.31
H29 0.890 8.211 0.352  0.42
H30 0.688 9.002 -2.010  0.36
H31 -0.216 7.412 -3.733  0.39
H32 -0.629 5.050 -3.165  0.29
H33 -2.180 2.894 -2.166  0.41
H34 -2.652 2.126 -4.513  0.43
H35 -0.757 1.481 -6.015  0.39
H36 1.572 1.384 -5.116  0.37
H37 2.005 2.030 -2.746  0.19
O1 -2.173 -3.994 1.289  -0.70
C36 -2.480 -4.239 0.094  0.59
O2 -2.300 -3.448 -0.912  -0.72
C37 -3.010 -5.616 -0.250  0.52
C38 -2.742 -6.198 -1.520  -0.60
C39 -3.164 -7.501 -1.729  -0.34
C40 -3.860 -8.167 -0.686  -0.10
C41 -4.197 -7.563 0.531  -0.44
C42 -3.753 -6.270 0.747  -0.44
N1 -4.213 -9.530 -0.840  0.93
O3 -3.869 -10.095 -1.902  -0.60
O4 -4.838 -10.118 0.074  -0.60
H38 -2.216 -5.629 -2.306  0.44
H39 -2.986 -8.031 -2.665  0.47
H40 -4.782 -8.130 1.263  0.47
H41 -3.961 -5.790 1.712  0.46

Summary:
LUMO level (alpha / beta) (Eh): -0.0278 / -0.0281
Gap between HOMO and LUMO (alpha / beta) (eV): 5.492 / 5.484
⟨S²⟩: 3.769
E_HOMO (alpha / beta) (eV): -6.25 / -6.25
Multiplicity: 4



# 3
# C3H5N3O

One molecule with the formula C3H5N3O (ωB97M-V with the def2-TZVPD basis set, the Open Molecules 2025 dataset).

Each line ends with the Mulliken charge.
Element x y z (Å)
N1 -2.378 -0.540 -0.019  -0.56
C1 -1.030 -0.069 -0.030  0.34
C2 -0.018 -0.949 -0.102  -0.52
N2 1.024 -0.080 -0.043  0.21
O1 2.330 -0.525 0.153  -0.40
C3 0.615 1.186 0.003  -0.19
N3 -0.672 1.258 0.045  -0.64
H1 -3.118 0.324 -0.413  0.30
H2 -2.659 -1.037 0.865  0.24
H3 0.061 -1.990 -0.088  0.42
H4 2.684 -0.623 -0.680  0.33
H5 1.188 2.042 -0.015  0.47

Summary:
LUMO level (Eh): 0.0267
Gap between HOMO and LUMO (eV): 8.952
Structure (SMILES): Nc1cn(O)cn1
E_HOMO (eV): -8.23
Multiplicity: 1
Energy relative to the best compared isomer or geometry (same formula, charge and spin) (kcal per mole): 84.52



# 4
# C27H64F6NiO11P

C27H64F6NiO11P as an isolated structure (ωB97M-V with the def2-TZVPD basis set, the Open Molecules 2025 dataset).

Each line ends with the Mulliken charge.
Element x y z (Å)
Ni1 -8.585 -5.212 5.944  0.86
P1 -8.090 -2.390 3.511  1.72
F1 -7.988 -1.185 2.462  -0.86
F2 -8.330 -1.356 4.738  -0.20
F3 -9.690 -2.540 3.310  -0.55
F4 -8.189 -3.592 4.643  0.71
F5 -7.882 -3.493 2.341  -0.37
F6 -6.508 -2.288 3.727  -0.61
C1 -5.846 1.887 6.068  -0.12
C2 -5.864 0.351 6.161  1.12
C3 -4.902 0.031 7.303  -0.45
O1 -4.106 1.182 7.500  -0.47
C4 -4.940 2.315 7.237  -0.66
H1 -6.837 2.332 6.164  0.14
H2 -5.421 2.274 5.141  -0.02
H3 -5.534 -0.119 5.235  -0.27
H4 -6.889 0.051 6.382  -0.46
H5 -4.272 -0.843 7.141  0.27
H6 -5.456 -0.148 8.240  0.26
H7 -4.299 3.135 6.929  0.35
H8 -5.501 2.493 8.159  0.32
C5 -4.358 -2.736 1.534  1.00
C6 -3.230 -2.235 0.592  -0.20
C7 -2.745 -3.522 -0.088  -0.58
O2 -3.724 -4.524 0.184  -0.47
C8 -4.288 -4.260 1.453  -0.20
H9 -5.341 -2.371 1.235  -0.88
H10 -4.294 -2.437 2.583  0.16
H11 -2.529 -1.749 1.268  0.27
H12 -3.675 -1.513 -0.089  0.08
H13 -1.779 -3.820 0.333  0.27
H14 -2.627 -3.472 -1.167  0.35
H15 -3.722 -4.723 2.271  0.26
H16 -5.277 -4.725 1.444  -0.01
C9 -4.159 1.333 1.771  -0.49
C10 -5.396 0.792 1.101  1.71
C11 -5.513 1.698 -0.121  -0.71
O3 -4.149 1.803 -0.554  -0.45
C12 -3.273 1.717 0.546  -0.48
H17 -3.659 0.618 2.428  0.24
H18 -4.429 2.197 2.382  0.28
H19 -6.312 0.817 1.692  -0.36
H20 -5.232 -0.221 0.730  -0.96
H21 -5.874 2.708 0.101  0.30
H22 -6.131 1.268 -0.906  0.33
H23 -2.867 2.710 0.773  0.33
H24 -2.436 1.032 0.417  0.30
C13 -8.504 2.005 3.443  0.64
C14 -8.736 3.510 3.491  -0.65
C15 -10.215 3.590 3.688  -0.50
O4 -10.398 2.691 4.788  -0.51
C16 -9.546 1.543 4.507  0.01
H25 -7.533 1.759 3.868  -0.42
H26 -8.738 1.610 2.459  0.07
H27 -8.384 4.000 2.576  0.36
H28 -8.167 3.952 4.310  0.26
H29 -10.821 3.245 2.844  0.24
H30 -10.495 4.602 3.986  0.39
H31 -10.219 0.740 4.200  0.15
H32 -9.077 1.315 5.466  -0.07
C17 -10.142 -3.351 7.944  -0.87
O5 -10.070 -3.829 6.573  -0.27
H33 -9.302 -3.710 8.533  0.32
H34 -10.118 -2.259 7.973  0.34
H35 -11.085 -3.647 8.406  0.31
H36 -10.798 -3.327 6.178  0.26
C18 -6.932 -2.822 7.029  -0.51
O6 -7.157 -4.259 7.074  -0.47
H37 -6.303 -2.594 6.175  0.18
H38 -7.850 -2.245 6.978  0.16
H39 -6.466 -2.484 7.955  0.50
H40 -6.394 -4.659 7.504  0.28
C19 -7.496 -2.481 -1.102  -0.05
O7 -7.613 -1.268 -0.386  -0.51
H41 -6.626 -3.051 -0.749  0.02
H42 -8.360 -3.151 -1.087  -0.11
H43 -7.252 -2.213 -2.129  0.34
H44 -7.702 -1.443 0.558  0.20
C20 -10.854 -5.850 3.918  -0.61
O8 -9.468 -5.833 4.264  -0.48
C21 -8.666 -6.538 3.312  -0.51
C22 -7.194 -6.291 3.652  0.10
O9 -7.042 -6.303 5.080  -0.22
C23 -5.853 -6.966 5.538  -0.97
H45 -11.450 -5.255 4.603  0.37
H46 -11.233 -6.864 3.780  0.39
H47 -10.999 -5.361 2.948  0.02
H48 -8.881 -6.198 2.301  0.09
H49 -8.828 -7.614 3.393  0.56
H50 -6.767 -5.385 3.220  -0.37
H51 -6.637 -7.121 3.213  0.80
H52 -4.999 -6.294 5.468  0.32
H53 -5.700 -7.916 5.030  0.42
H54 -6.015 -7.228 6.586  0.31
C24 -10.459 -4.248 0.325  -1.12
O10 -11.643 -4.946 0.652  -0.42
C25 -12.673 -4.089 1.120  -0.25
C26 -13.883 -4.938 1.454  -0.76
O11 -13.581 -5.776 2.549  -0.14
C27 -14.701 -6.454 3.062  -0.85
H55 -10.218 -3.419 0.998  0.39
H56 -10.531 -3.905 -0.711  0.47
H57 -9.595 -4.913 0.398  0.34
H58 -12.897 -3.319 0.373  0.52
H59 -12.320 -3.556 2.013  0.08
H60 -14.163 -5.551 0.592  0.36
H61 -14.688 -4.231 1.694  0.39
H62 -15.299 -6.936 2.282  0.33
H63 -15.356 -5.896 3.740  0.33
H64 -14.277 -7.271 3.660  0.23

Summary:
LUMO level (alpha / beta) (Eh): -0.1485 / -0.2118
Total charge: +1
Gap between HOMO and LUMO (alpha / beta) (eV): 6.583 / 4.860
⟨S²⟩: 2.003
E_HOMO (alpha / beta) (eV): -10.62 / -10.62
Multiplicity: 3